No. 1
Here is a cluster of 6 separate species, C24H48BN2O16S2 in total from the OMol25 dataset. Energies are from the ωB97M-V functional and the def2-TZVPD basis.

Summary:
* LUMO level: -0.136 Eh
* net charge: +1

Cartesian coordinates (Å):
C: -0.52640 -0.80149 3.25491
C: 0.40066 -0.34983 2.64737
C: 1.56335 0.09595 1.88159
N: 1.59317 -0.61347 0.58770
C: 1.60886 0.28053 -0.56637
S: 0.23511 1.45495 -0.59393
C: 2.89501 1.07111 -0.77349
N: 4.12959 0.20937 -0.66921
S: 4.63702 -0.55195 -2.19422
C: 4.05366 -0.77143 0.50168
C: 2.73626 -1.51789 0.45683
B: 2.68059 -2.80419 1.43039
O: 3.69905 -2.96976 2.34647
C: 1.58519 -3.90145 1.33894
C: 0.56591 -3.74881 0.18965
H: -1.43727 -1.28419 3.52743
H: 2.43422 -0.12964 2.50083
H: 1.53606 1.17811 1.76769
H: 1.47722 -0.35604 -1.44217
H: -0.76554 0.77460 -0.01714
H: 2.96675 1.91860 -0.09395
H: 2.88487 1.47934 -1.77997
H: 4.90305 0.83729 -0.44923
H: 3.66504 -1.43373 -2.49514
H: 4.91018 -1.43420 0.46531
H: 4.15849 -0.15156 1.39021
H: 2.66959 -1.93890 -0.55278
H: 3.83011 -2.20767 2.92108
H: 2.11976 -4.84236 1.18388
H: 1.04727 -3.97315 2.28258
H: -0.31606 -4.35656 0.35346
H: 0.24128 -2.71436 0.09922
H: 1.04067 -4.01434 -0.75331
C: -4.80461 -7.14008 -0.35945
O: -3.59520 -6.80981 0.33130
C: -3.53750 -7.27231 1.57887
O: -4.38629 -7.91177 2.13644
O: -2.36895 -6.89913 2.10534
C: -2.17224 -7.33264 3.45385
H: -4.71844 -6.70673 -1.35119
H: -4.91588 -8.21891 -0.44272
H: -5.66587 -6.71347 0.15006
H: -2.18476 -8.41864 3.51436
H: -2.93344 -6.91244 4.10798
H: -1.19461 -6.96600 3.75367
C: -1.08038 3.85188 1.60537
O: -2.44601 4.11945 1.28851
C: -3.19725 4.44717 2.34628
O: -2.80781 4.52633 3.47957
O: -4.43543 4.66433 1.91998
C: -5.36063 5.02913 2.95111
H: -0.58808 3.60057 0.66869
H: -0.60026 4.72669 2.04195
H: -1.00202 3.00503 2.28791
H: -5.05309 5.95574 3.43045
H: -5.44387 4.23447 3.68920
H: -6.31932 5.17379 2.46336
C: 0.31038 7.65375 4.34458
O: 0.85022 6.32801 4.33695
C: 0.95856 5.77653 5.54419
O: 0.65490 6.28929 6.58479
O: 1.46492 4.54819 5.39775
C: 1.62380 3.84248 6.63163
H: 0.27488 7.97555 3.30792
H: -0.69527 7.65417 4.75912
H: 0.95150 8.32579 4.91079
H: 0.66297 3.70962 7.12402
H: 2.31127 4.36912 7.29014
H: 2.03781 2.87034 6.37867
C: 2.84334 -1.24618 -9.14946
O: 4.07428 -0.97665 -8.46582
C: 4.14084 -1.46306 -7.23852
O: 3.28516 -2.08266 -6.66222
O: 5.33449 -1.14064 -6.72196
C: 5.52829 -1.63088 -5.40664
H: 2.93480 -0.79223 -10.13066
H: 2.69302 -2.31785 -9.25683
H: 2.00572 -0.79970 -8.61826
H: 5.48660 -2.71854 -5.38386
H: 4.77223 -1.21362 -4.73594
H: 6.51395 -1.30455 -5.08531
C: -4.90967 1.15093 -5.92550
O: -4.38386 2.12739 -5.02177
C: -4.11229 1.66107 -3.80756
O: -4.26249 0.52807 -3.43272
O: -3.63747 2.66680 -3.07114
C: -3.31466 2.30172 -1.73122
H: -5.08245 1.66638 -6.86506
H: -4.19436 0.34546 -6.07869
H: -5.84994 0.75068 -5.55281
H: -2.54294 1.53231 -1.72519
H: -4.19827 1.95152 -1.20133
H: -2.94108 3.19585 -1.23926

No. 2
Here is the molecule C19H24N2O5S from the OMol25 dataset. Energies are from the ωB97M-V functional and the def2-TZVPD basis.

Summary:
* SMILES: COc1ccc(CCNC(=O)CN(C)S(=O)(=O)c2ccc(OC)cc2)cc1
* LUMO level: 0.020 Eh
* relative energy (zero: lowest compared OMol25 entry of this formula, charge and spin): 278.7 kJ/mol

Cartesian coordinates (Å):
C: 0.00208 -0.02176 -4.40451
H: 0.23549 -0.96751 -4.89250
O: 1.03486 0.19317 -3.47464
C: 0.95674 1.29495 -2.66577
C: -0.04297 2.25624 -2.73036
C: -0.05286 3.29619 -1.82001
C: 0.92206 3.40940 -0.84090
C: 1.94476 2.46961 -0.81665
C: 1.96740 1.42653 -1.71744
H: 2.74445 0.67953 -1.68145
H: 2.72586 2.53907 -0.07361
C: 0.82101 4.48364 0.20843
H: 1.75740 4.55443 0.76467
H: 0.62315 5.45153 -0.25761
C: -0.32005 4.17789 1.17866
N: -0.07660 2.92900 1.87601
C: -1.00308 2.40319 2.69143
O: -2.03048 2.97427 3.00597
C: -0.65499 1.00114 3.21141
N: -0.99827 -0.04175 2.25736
S: -0.07106 -0.03605 0.85149
O: 1.23897 0.43378 1.21894
O: -0.74808 0.63409 -0.22146
C: 0.03558 -1.77483 0.46827
C: 0.09863 -2.70588 1.48423
C: 0.22677 -4.05159 1.18342
C: 0.30297 -4.46055 -0.14767
C: 0.25041 -3.50165 -1.16617
C: 0.11893 -2.16513 -0.85823
H: 0.08568 -1.41046 -1.62638
H: 0.32022 -3.83722 -2.18823
O: 0.42777 -5.74460 -0.55556
C: 0.49997 -6.76596 0.41346
H: 1.37008 -6.64004 1.06455
H: -0.40924 -6.80772 1.02078
H: 0.60108 -7.69375 -0.14692
H: 0.26979 -4.76773 1.98816
H: 0.04020 -2.37199 2.50762
C: -2.40988 -0.18477 1.97405
H: -2.51917 -0.97608 1.23494
H: -2.84744 0.73492 1.57696
H: -2.92921 -0.46439 2.89002
H: -1.21361 0.81496 4.13208
H: 0.41629 0.91931 3.39753
H: 0.66638 2.33809 1.52453
H: -0.42091 4.97396 1.92492
H: -1.27009 4.10714 0.63686
H: -0.84889 4.02582 -1.86748
H: -0.83181 2.19479 -3.46324
H: -0.97284 -0.09690 -3.91139
H: -0.03347 0.77167 -5.15855

No. 3
Here is a structure of composition C19H36Ca2Cl2F3LiNO18S from the OMol25 dataset. Energies are from the ωB97M-V functional and the def2-TZVPD basis.

Summary:
* LUMO level: -0.095 Eh
* net charge: -1

Cartesian coordinates (Å):
C: -3.21358 2.04070 0.58368
C: -1.89200 1.25041 0.51478
C: -0.87981 1.96829 -0.37129
Cl: 0.75212 1.18619 -0.05782
O: -0.84170 3.31226 -0.10018
C: -0.49072 4.03968 -1.27046
O: -1.31151 4.27982 -2.08644
O: 0.80833 4.36500 -1.37403
C: 1.03861 5.80024 -1.02729
C: 0.75160 6.20815 0.39268
O: 2.01324 6.08705 1.14678
H: -3.01059 2.99401 1.04012
H: -3.60613 2.28852 -0.44311
H: -3.94837 1.45681 1.12988
H: -1.47234 1.26035 1.51096
H: -1.99575 0.20988 0.21220
H: -1.10102 1.78201 -1.41677
H: 2.09814 5.97214 -1.17576
H: 0.51031 6.50168 -1.67943
H: 0.51753 7.28042 0.42427
H: -0.02320 5.61206 0.88066
H: 2.11723 5.16331 1.32080
N: -4.07365 -1.14689 2.24550
O: -4.78805 -1.89470 2.86830
O: -4.15471 -1.11672 0.97472
O: -3.25970 -0.38816 2.84033
C: -6.19863 -4.40240 -0.24688
O: -5.71160 -5.72041 -0.49862
C: -4.42740 -5.88779 -0.17672
O: -3.70130 -5.04743 0.27068
O: -4.09431 -7.14943 -0.44194
C: -2.73388 -7.46485 -0.13603
H: -7.24301 -4.38258 -0.54722
H: -6.13325 -4.16084 0.81213
H: -5.64854 -3.66997 -0.83555
H: -2.53664 -7.32890 0.92521
H: -2.05515 -6.85455 -0.72881
H: -2.58649 -8.50989 -0.39291
Li: -3.88103 0.50675 -0.77422
O: 0.32369 -1.97762 2.35089
C: 1.65938 -2.27722 2.21234
C: 2.30148 -1.32777 1.11526
O: 3.55953 -1.52655 0.92496
H: 1.90956 -3.30515 1.93007
H: 2.30339 -2.12843 3.12296
H: 2.00966 -0.24382 1.51713
H: 1.65351 -1.42326 0.20540
Ca: 1.79380 2.98109 1.18077
Ca: 0.05566 -0.84174 4.10245
Cl: -1.21781 7.47817 -1.95747
C: 1.85496 -0.11420 -2.98080
C: 2.61870 -1.32611 -3.50301
C: 4.07663 -1.35894 -3.04945
C: 4.93124 -0.18611 -3.53317
C: 4.98725 -0.00383 -5.04932
C: 5.60812 -1.19132 -5.77900
H: 2.27064 0.82281 -3.35864
H: 0.80790 -0.16043 -3.29472
H: 1.88016 -0.08877 -1.89395
H: 2.55343 -1.35654 -4.59431
H: 2.12574 -2.23188 -3.14228
H: 4.52534 -2.29922 -3.37891
H: 4.10593 -1.38326 -1.95505
H: 5.94849 -0.32311 -3.15445
H: 4.56667 0.74253 -3.08118
H: 5.58059 0.88804 -5.26743
H: 3.98726 0.19005 -5.44749
H: 6.62229 -1.38069 -5.42218
H: 5.66153 -0.99396 -6.85058
H: 5.02162 -2.10088 -5.64248
C: -1.56337 -4.93594 7.98338
F: -1.16495 -3.89144 8.73220
F: -1.03839 -6.03415 8.53405
F: -2.89098 -5.02571 8.11488
S: -1.05827 -4.74641 6.22354
O: 0.38624 -4.65281 6.28224
O: -1.70937 -3.51104 5.81759
O: -1.56107 -5.93134 5.58698
C: 0.52284 10.09425 0.67374
O: 0.13629 8.89306 0.69414
O: -0.30325 10.91119 -0.11281
O: 1.48831 10.62197 1.22738
H: -0.92343 10.21623 -0.39587